16
Properties=species:S:1:pos:R:3:nbo_charge:R:1 method="wB97M-V/def2-TZVPD" fmax_ev_per_a=7.16 de_lowest_ev=3.5101 smiles=NC[C@H](N)CO charge=0 homo_lumo_gap_ha=0.3798 energy_ha=-304.94566 homo_ev=-9.2
N -1.86 0.92 0.56 -0.877
C -0.42 0.46 0.98 -0.245
C 0.07 -0.41 -0.16 -0.086
N 0.09 -1.80 0.03 -0.839
C 1.36 0.20 -0.62 -0.071
O 1.80 -0.06 -1.89 -0.741
H -2.37 1.26 1.33 0.354
H -1.95 1.61 -0.23 0.363
H 0.14 1.41 1.29 0.190
H -0.56 0.03 1.99 0.196
H -0.93 -0.06 -0.97 0.198
H -0.87 -2.18 0.10 0.378
H 0.65 -2.03 0.91 0.359
H 2.26 -0.09 -0.10 0.180
H 1.44 1.38 -0.65 0.165
H 1.15 -0.64 -2.57 0.477